The following is a quantum chemistry calculation of a 7-piece molecular cluster, C28H62O9Si overall in a non-equilibrium geometry, from the OMol25 dataset.

Last column: Löwdin charge in e.
Atoms and positions in Å:
C1 1.90 -3.57 -0.22  -0.10
C2 1.20 -2.19 0.05  -0.26
C3 2.07 -0.99 -0.38  -0.19
C4 2.02 0.24 0.56  -0.17
C5 0.68 0.55 1.24  -0.12
C6 -0.28 1.45 0.48  -0.13
C7 -0.04 2.70 0.18  0.05
C8 -1.14 3.47 -0.51  -0.35
O1 -0.95 4.28 -1.36  0.11
C9 -2.52 3.13 -0.01  0.06
C10 -2.78 1.89 0.28  -0.14
C11 -4.09 1.38 0.81  -0.10
C12 -5.15 1.16 -0.27  -0.24
O2 -6.37 0.83 0.41  -0.22
Si1 -6.96 -0.71 0.03  0.43
C13 -5.64 -2.06 0.00  -0.16
C14 -8.19 -1.18 1.38  -0.17
C15 -7.93 -0.66 -1.58  -0.16
C16 -1.63 0.91 0.08  -0.30
O3 -1.79 -0.18 -0.36  0.16
H1 2.38 -3.56 -1.20  0.05
H2 1.14 -4.35 -0.12  0.06
H3 2.62 -3.72 0.59  0.07
H4 0.30 -2.19 -0.57  0.09
H5 0.91 -2.19 1.10  0.10
H6 1.87 -0.75 -1.43  0.11
H7 3.11 -1.34 -0.38  0.10
H8 2.80 0.10 1.31  0.09
H9 2.35 1.11 -0.03  0.11
H10 0.13 -0.33 1.55  0.10
H11 0.91 1.10 2.16  0.12
H12 0.90 3.17 0.44  0.13
H13 -3.28 3.90 0.12  0.14
H14 -4.48 2.12 1.50  0.13
H15 -3.91 0.43 1.33  0.12
H16 -4.88 0.40 -1.01  0.11
H17 -5.35 2.11 -0.78  0.13
H18 -4.88 -1.99 0.78  0.03
H19 -5.20 -2.10 -1.01  0.03
H20 -6.17 -3.01 0.11  0.03
H21 -8.83 -2.01 1.07  0.03
H22 -7.69 -1.47 2.31  0.03
H23 -8.83 -0.32 1.61  0.03
H24 -8.90 -0.19 -1.39  0.03
H25 -8.15 -1.70 -1.86  0.03
H26 -7.41 -0.14 -2.38  0.03
C17 -1.04 4.61 -5.24  -0.09
C18 -2.33 5.31 -4.90  -0.32
O4 -2.86 4.81 -3.68  -0.09
H27 -1.20 3.53 -5.31  0.05
H28 -0.62 4.97 -6.18  0.08
H29 -0.30 4.76 -4.45  0.08
H30 -3.08 5.15 -5.67  0.11
H31 -2.17 6.39 -4.81  0.11
H32 -2.20 4.95 -2.99  0.04
C19 4.95 -1.29 4.71  -0.10
C20 4.92 -0.12 3.73  -0.31
O5 3.71 0.62 3.85  -0.11
H33 4.11 -1.95 4.53  0.08
H34 5.87 -1.85 4.62  0.06
H35 4.86 -0.93 5.74  0.08
H36 4.99 -0.49 2.71  0.11
H37 5.77 0.55 3.92  0.11
H38 3.65 0.95 4.75  0.07
C21 2.18 4.84 4.07  -0.09
C22 3.34 4.72 5.05  -0.32
O6 4.02 3.48 4.87  -0.09
H39 1.48 4.02 4.21  0.07
H40 1.65 5.78 4.21  0.07
H41 2.54 4.79 3.04  0.07
H42 2.98 4.75 6.08  0.11
H43 4.05 5.54 4.91  0.11
H44 4.35 3.44 3.97  0.08
C23 0.23 -4.50 -4.64  -0.09
C24 1.09 -3.25 -4.66  -0.33
O7 2.28 -3.45 -3.90  -0.09
H45 -0.03 -4.77 -3.62  0.07
H46 -0.69 -4.35 -5.21  0.07
H47 0.76 -5.35 -5.07  0.07
H48 0.56 -2.42 -4.21  0.10
H49 1.36 -2.98 -5.68  0.10
H50 2.77 -4.18 -4.30  0.08
C25 7.11 -5.76 6.89  -0.10
C26 7.06 -4.60 5.92  -0.32
O8 5.85 -3.87 6.06  -0.10
H51 6.27 -6.43 6.72  0.08
H52 8.04 -6.33 6.78  0.07
H53 7.04 -5.41 7.93  0.07
H54 7.12 -4.95 4.90  0.11
H55 7.91 -3.92 6.10  0.11
H56 5.80 -3.54 6.96  0.09
C27 -1.69 0.83 -6.74  -0.09
C28 -0.48 0.68 -5.83  -0.32
O9 0.20 -0.54 -6.09  -0.09
H57 -2.37 -0.01 -6.60  0.08
H58 -2.22 1.76 -6.54  0.06
H59 -1.38 0.82 -7.79  0.07
H60 -0.79 0.67 -4.78  0.11
H61 0.22 1.51 -5.97  0.10
H62 0.49 -0.55 -7.00  0.08

As for the total energy: -56345.659 eV. Its LUMO energy is -0.016 hartree. The calculation puts the highest occupied orbital energy at -0.3501 hartree. Its SMILES is CCCCCC1=CC(=O)C=C(CCO[Si](C)(C)C)C1=O.CCO.CCO.CCO.CCO.CCO.CCO.


The following is a quantum chemistry calculation of a 12-piece molecular cluster, C34H76F21N7O14P2S3 overall in a non-equilibrium geometry, from the OMol25 dataset.

Last column: Mulliken spin population.
Atoms and positions in Å:
C1 -19.27 0.46 17.48  0.00
C2 -20.68 -0.19 17.27  0.00
O1 -20.81 -1.06 16.42  0.00
N1 -21.78 0.16 18.30  0.00
H1 -21.76 1.16 18.45  0.00
H2 -22.71 -0.01 17.96  0.00
C3 -21.49 -0.56 19.66  0.00
H3 -18.60 0.09 16.70  0.00
H4 -18.79 0.23 18.43  0.00
H5 -19.24 1.55 17.44  0.00
H6 -21.54 -1.64 19.51  0.00
H7 -22.33 -0.38 20.32  0.00
H8 -20.61 -0.25 20.22  0.00
C4 -12.86 -6.01 24.39  0.00
C5 -12.96 -5.27 25.70  0.00
O2 -12.54 -5.74 26.78  0.00
N2 -13.47 -3.85 25.64  0.00
H9 -12.95 -3.23 26.25  0.00
H10 -13.36 -3.45 24.72  0.00
C6 -14.82 -3.78 26.31  0.00
H11 -11.83 -6.31 24.24  0.00
H12 -13.20 -5.49 23.49  0.00
H13 -13.47 -6.91 24.35  0.00
H14 -15.54 -4.57 26.09  0.00
H15 -15.31 -2.85 26.05  0.00
H16 -14.45 -3.75 27.34  0.00
C7 -18.29 1.43 26.18  -0.17
C8 -17.37 2.63 25.93  0.89
O3 -16.89 2.81 24.84  0.16
N3 -17.19 3.59 27.07  -0.05
H17 -18.01 4.17 27.05  0.03
H18 -17.26 3.12 27.95  0.01
C9 -15.87 4.40 27.00  0.01
H19 -19.09 1.52 25.44  0.06
H20 -18.81 1.51 27.13  0.00
H21 -17.76 0.50 26.02  0.06
H22 -16.03 5.10 26.18  0.02
H23 -15.02 3.74 26.82  0.02
H24 -15.75 4.77 28.02  -0.04
C10 -18.31 -1.10 22.53  -0.02
C11 -17.62 -2.38 23.07  0.00
O4 -17.47 -2.71 24.26  0.00
N4 -17.25 -3.39 22.06  0.00
H25 -17.24 -4.28 22.53  0.00
H26 -17.95 -3.50 21.33  0.00
C12 -15.91 -3.23 21.47  0.00
H27 -17.72 -0.78 21.67  0.00
H28 -18.32 -0.26 23.23  0.02
H29 -19.36 -1.37 22.39  0.00
H30 -15.08 -3.12 22.16  0.00
H31 -15.99 -2.37 20.79  0.00
H32 -15.86 -4.16 20.90  0.00
C13 -18.88 -4.15 26.53  0.00
C14 -19.61 -5.25 27.37  0.00
O5 -20.46 -5.01 28.24  0.00
N5 -19.17 -6.64 27.22  0.00
H33 -19.91 -7.27 26.95  0.00
H34 -18.57 -6.67 26.41  0.00
C15 -18.30 -7.18 28.34  0.00
H35 -17.82 -4.37 26.43  0.00
H36 -19.11 -3.16 26.92  0.00
H37 -19.18 -4.22 25.48  0.00
H38 -18.49 -8.25 28.39  0.00
H39 -18.63 -6.77 29.30  0.00
H40 -17.29 -6.79 28.24  0.00
C16 -20.57 1.94 22.55  0.02
C17 -20.07 3.36 22.88  0.04
C18 -19.44 3.89 21.61  0.04
N6 -18.90 5.35 21.66  -0.04
C19 -17.76 5.41 22.63  0.01
C20 -18.46 5.79 20.23  0.00
C21 -19.59 6.71 19.64  0.00
C22 -20.71 6.59 20.71  0.00
C23 -19.98 6.45 21.95  0.01
H41 -21.50 2.03 21.97  0.00
H42 -20.82 1.50 23.51  0.00
H43 -19.97 1.33 21.87  -0.01
H44 -19.31 3.09 23.61  -0.05
H45 -20.87 3.90 23.38  0.00
H46 -20.11 3.83 20.76  0.00
H47 -18.55 3.35 21.28  -0.01
H48 -18.14 5.21 23.63  0.01
H49 -17.34 6.42 22.55  0.00
H50 -16.95 4.70 22.45  -0.01
H51 -17.51 6.32 20.30  0.00
H52 -18.28 4.88 19.65  0.00
H53 -19.21 7.71 19.45  0.00
H54 -19.86 6.23 18.70  0.00
H55 -21.49 7.35 20.71  0.00
H56 -21.37 5.79 20.38  0.00
H57 -19.34 7.28 22.25  0.00
H58 -20.63 6.13 22.77  0.00
C24 -7.60 -1.32 17.03  0.00
C25 -9.08 -1.65 16.71  0.00
C26 -10.16 -0.92 17.55  0.00
N7 -11.57 -1.47 17.07  0.00
C27 -11.87 -0.93 15.66  0.00
C28 -12.67 -0.92 18.07  0.00
C29 -13.89 -1.80 17.88  0.00
C30 -13.34 -3.10 17.37  0.00
C31 -11.83 -2.99 17.16  0.00
H59 -7.29 -2.10 17.72  0.00
H60 -7.57 -0.27 17.34  0.00
H61 -7.01 -1.47 16.12  0.00
H62 -9.20 -2.73 16.79  0.00
H63 -9.26 -1.36 15.68  0.00
H64 -10.07 0.15 17.38  0.00
H65 -10.07 -1.11 18.62  0.00
H66 -11.20 -1.16 14.83  0.00
H67 -12.05 0.14 15.80  0.00
H68 -12.80 -1.36 15.29  0.00
H69 -12.94 0.12 17.90  0.00
H70 -12.20 -1.06 19.04  0.00
H71 -14.65 -1.41 17.19  0.00
H72 -14.41 -1.96 18.82  0.00
H73 -13.87 -3.44 16.48  0.00
H74 -13.56 -3.84 18.14  0.00
H75 -11.55 -3.35 16.17  0.00
H76 -11.16 -3.50 17.85  0.00
C32 -17.51 -4.28 17.86  0.00
F1 -17.37 -3.57 16.74  0.00
F2 -17.81 -5.54 17.68  0.00
F3 -16.44 -4.31 18.64  0.00
S1 -19.03 -3.43 18.92  0.00
O6 -18.54 -2.05 19.12  0.00
O7 -20.21 -3.49 18.01  0.00
O8 -19.19 -4.21 20.19  0.00
C33 -10.50 -3.64 22.14  0.00
F4 -9.79 -3.84 21.03  0.00
F5 -10.85 -4.83 22.56  0.00
F6 -9.86 -3.00 23.10  0.00
S2 -12.11 -2.63 21.91  0.00
O9 -11.66 -1.29 21.60  0.00
O10 -12.81 -3.24 20.76  0.00
O11 -12.90 -2.83 23.13  0.00
C34 -16.92 -8.41 23.06  0.00
F7 -15.97 -9.10 23.75  0.00
F8 -16.64 -8.36 21.76  0.00
F9 -18.07 -9.02 23.26  0.00
S3 -17.02 -6.57 23.78  0.00
O12 -15.73 -5.90 23.68  0.00
O13 -18.05 -5.89 22.95  0.00
O14 -17.50 -6.68 25.16  0.00
P1 -21.88 -2.25 24.06  0.00
F10 -23.08 -3.18 23.30  0.00
F11 -23.03 -1.20 24.50  0.00
F12 -22.04 -3.20 25.41  0.00
F13 -20.82 -1.26 24.83  0.00
F14 -20.63 -3.09 23.39  0.00
F15 -21.79 -1.30 22.71  0.00
P2 -15.79 1.37 20.64  0.00
F16 -16.29 2.58 19.62  0.00
F17 -14.30 1.53 19.94  0.00
F18 -15.33 2.53 21.65  0.00
F19 -15.24 0.28 21.74  0.00
F20 -17.32 1.44 21.25  0.00
F21 -16.23 0.14 19.65  0.00

As for the total energy: -183735.878 eV. As for the spin multiplicity: 2. Its LUMO energy (alpha / beta) is -0.083 / -0.083 hartree. Its expectation value of S² is 0.7531. Its total charge is +1. The calculation puts the highest occupied orbital energy (alpha / beta) at -0.2148 / -0.3891 hartree.


The following is a quantum chemistry calculation of a 12-piece molecular cluster, C31H86O26S12 overall in a non-equilibrium geometry, from the OMol25 dataset.

Last column: Löwdin charge in e.
Atoms and positions in Å:
O1 -2.90 2.91 -1.47  -0.32
S1 -4.11 3.16 -0.69  0.67
O2 -5.41 3.45 -1.28  -0.28
O3 -4.20 1.86 0.29  -0.28
C1 -4.70 0.68 -0.37  -0.26
C2 -4.94 -0.31 0.74  -0.07
C3 -3.62 4.54 0.52  -0.07
H1 -3.89 0.32 -1.00  0.09
H2 -5.57 0.80 -1.02  0.13
H3 -5.69 0.16 1.37  0.08
H4 -4.05 -0.54 1.34  0.05
H5 -5.50 -1.16 0.35  0.09
H6 -2.73 4.32 1.11  0.04
H7 -4.51 4.65 1.15  0.05
H8 -3.47 5.48 -0.01  0.07
O4 -8.12 2.39 5.58  -0.32
S2 -7.91 1.36 4.54  0.69
O5 -8.99 0.81 3.73  -0.28
O6 -6.74 2.06 3.57  -0.29
C4 -5.54 2.72 4.11  -0.22
C5 -4.22 1.89 4.19  -0.06
C6 -6.98 -0.05 5.29  -0.10
H9 -5.75 3.10 5.11  0.11
H10 -5.43 3.60 3.48  0.11
H11 -4.29 1.27 5.08  0.06
H12 -3.37 2.55 4.41  0.08
H13 -4.00 1.29 3.31  0.05
H14 -6.50 -0.53 4.43  0.06
H15 -7.68 -0.70 5.80  0.07
H16 -6.15 0.32 5.90  0.05
O7 1.82 -0.05 -1.20  -0.27
S3 0.47 -0.41 -0.83  0.70
O8 0.20 -1.74 -0.23  -0.32
O9 -0.08 0.77 0.22  -0.26
C7 -0.96 0.43 1.26  -0.29
C8 -1.29 1.59 2.23  -0.03
C9 -0.74 -0.17 -2.21  -0.08
H17 -0.40 -0.38 1.73  0.10
H18 -1.83 -0.19 1.05  0.09
H19 -2.06 2.17 1.74  0.04
H20 -0.42 2.24 2.35  0.08
H21 -1.63 1.24 3.21  0.06
H22 -0.37 -0.65 -3.11  0.03
H23 -0.83 0.87 -2.54  0.04
H24 -1.74 -0.46 -1.89  0.06
O10 0.91 5.77 -3.88  -0.29
S4 1.28 4.69 -2.95  0.70
O11 2.57 4.01 -2.99  -0.34
O12 1.28 5.24 -1.37  -0.29
C10 0.21 6.12 -1.06  -0.26
C11 -0.03 5.98 0.51  -0.05
C12 0.06 3.32 -2.81  -0.10
H25 -0.73 5.98 -1.59  0.11
H26 0.60 7.10 -1.34  0.12
H27 -0.53 5.04 0.73  0.04
H28 -0.60 6.73 1.07  0.07
H29 0.87 5.93 1.11  0.06
H30 0.12 3.00 -1.77  0.06
H31 0.35 2.61 -3.59  0.05
H32 -0.94 3.74 -2.89  0.05
O13 4.21 -4.88 -1.62  -0.30
S5 4.56 -4.16 -0.42  0.67
O14 4.82 -4.91 0.80  -0.30
O15 5.68 -2.92 -0.63  -0.28
C13 6.84 -2.77 0.24  -0.23
C14 6.46 -1.94 1.48  -0.07
C15 3.15 -3.00 -0.13  -0.10
H33 7.71 -2.27 -0.18  0.12
H34 7.21 -3.77 0.48  0.11
H35 6.14 -0.90 1.36  0.05
H36 7.38 -1.79 2.04  0.08
H37 5.77 -2.47 2.13  0.06
H38 2.22 -3.57 -0.06  0.06
H39 3.15 -2.39 -1.03  0.05
H40 3.32 -2.27 0.66  0.06
O16 -4.34 -4.17 0.50  -0.29
S6 -3.34 -3.29 -0.09  0.68
O17 -3.65 -2.38 -1.19  -0.30
O18 -2.75 -2.38 1.19  -0.33
C16 -2.40 -3.12 2.42  -0.23
C17 -3.33 -2.66 3.55  -0.06
C18 -1.85 -4.28 -0.55  -0.10
H41 -1.34 -3.00 2.66  0.10
H42 -2.58 -4.19 2.32  0.11
H43 -3.28 -1.59 3.76  0.07
H44 -3.09 -3.17 4.48  0.08
H45 -4.37 -2.92 3.34  0.08
H46 -0.89 -3.81 -0.32  0.04
H47 -1.98 -4.44 -1.62  0.03
H48 -1.92 -5.26 -0.07  0.07
O19 3.86 -3.29 6.37  -0.30
S7 3.93 -2.01 5.65  0.70
O20 4.98 -1.78 4.66  -0.30
O21 2.43 -1.56 5.03  -0.27
C19 1.33 -2.06 5.79  -0.29
C20 -0.04 -1.62 5.22  -0.04
C21 4.19 -0.67 6.93  -0.08
H49 1.41 -1.69 6.81  0.11
H50 1.43 -3.14 5.89  0.11
H51 -0.16 -0.55 5.05  0.07
H52 -0.75 -1.90 6.00  0.08
H53 -0.30 -2.11 4.28  0.05
H54 3.45 -0.93 7.70  0.05
H55 4.13 0.30 6.45  0.07
H56 5.20 -0.89 7.26  0.07
C22 2.14 -0.19 -4.79  -0.25
S8 2.32 0.73 -6.38  0.83
O22 3.83 0.79 -6.60  -0.57
C23 1.63 -0.60 -7.47  -0.24
H57 1.15 -0.64 -4.72  -0.01
H58 2.25 0.56 -4.00  0.03
H59 2.81 -1.04 -4.79  0.07
H60 1.79 -0.27 -8.50  0.04
H61 0.59 -0.71 -7.18  0.01
H62 2.29 -1.46 -7.33  0.05
C24 6.50 2.93 -2.73  -0.23
S9 4.95 1.97 -3.13  0.84
O23 5.31 1.27 -4.44  -0.57
C25 4.97 0.76 -1.75  -0.27
H63 6.39 3.21 -1.68  0.04
H64 6.59 3.82 -3.35  0.04
H65 7.29 2.28 -3.08  0.05
H66 5.94 0.53 -1.31  0.05
H67 4.65 -0.22 -2.12  0.04
H68 4.29 0.95 -0.92  0.00
C26 1.54 -5.23 -3.55  -0.22
S10 0.27 -3.94 -3.25  0.87
O24 0.72 -2.81 -4.14  -0.57
C27 -1.07 -4.63 -4.30  -0.25
H69 2.28 -5.18 -2.75  0.01
H70 2.13 -5.22 -4.47  0.07
H71 1.04 -6.20 -3.54  0.05
H72 -1.26 -5.69 -4.10  0.05
H73 -0.88 -4.50 -5.36  0.06
H74 -1.98 -4.06 -4.15  0.03
C28 -3.62 0.73 -4.95  -0.22
S11 -2.06 0.48 -5.99  0.89
O25 -1.00 1.20 -5.15  -0.58
C29 -2.02 -1.32 -5.56  -0.27
H75 -3.95 1.73 -5.24  0.04
H76 -3.42 0.69 -3.88  0.04
H77 -4.38 0.03 -5.30  0.05
H78 -1.90 -1.45 -4.48  0.03
H79 -1.16 -1.83 -6.01  0.03
H80 -2.88 -1.88 -5.91  0.06
C30 3.18 0.89 2.32  -0.23
S12 4.44 2.19 1.93  0.87
O26 5.56 1.56 1.10  -0.58
C31 3.35 3.22 0.82  -0.24
H81 3.56 -0.06 1.95  0.04
H82 2.21 1.12 1.89  0.03
H83 3.12 0.81 3.40  0.03
H84 2.48 3.55 1.40  0.04
H85 2.95 2.67 -0.03  0.04
H86 3.87 4.11 0.46  0.05

The calculation puts the energy above the lowest of the compared OMol25 structures with the same formula, charge and spin at 0.0 kcal/mol. As for the total energy: -216787.360 eV. Its LUMO energy is -0.012 hartree. The calculation puts the highest occupied orbital energy at -0.2677 hartree.


The following is a quantum chemistry calculation of C6H5CrNO6 as an isolated structure in a non-equilibrium geometry, from the OMol25 dataset.

Last column: natural (NBO) charge in e.
Atoms and positions in Å:
Cr1 0.00 -0.29 -1.86  0.67
O1 -0.80 2.94 -1.47  -0.31
C1 -0.60 1.82 -1.59  0.52
C2 1.71 -0.99 -1.75  0.52
O2 2.80 -1.35 -1.54  -0.28
C3 -1.46 -1.40 -1.53  0.50
O3 -2.40 -2.06 -1.31  -0.26
C4 -0.22 -0.19 -3.69  0.55
O4 -0.36 -0.17 -4.85  -0.24
N1 0.88 -0.37 2.55  -0.66
C5 -0.15 0.67 2.30  -0.33
C6 -0.62 0.43 0.87  0.76
O5 -1.75 0.78 0.50  -0.56
O6 0.28 -0.15 0.14  -0.79
H1 0.43 -1.30 2.56  0.45
H2 1.34 -0.24 3.46  0.46
H3 1.58 -0.36 1.79  0.46
H4 -0.97 0.57 3.02  0.28
H5 0.31 1.65 2.39  0.27

The calculation puts the energy above the lowest of the compared OMol25 structures with the same formula, charge and spin at 0.0 kcal/mol. As for the total energy: -48480.896 eV. As for the spin multiplicity: 5. Its LUMO energy (alpha / beta) is -0.317 / -0.388 hartree. Its expectation value of S² is 6.0297. Its total charge is +2. The calculation puts the highest occupied orbital energy (alpha / beta) at -0.6734 / -0.6756 hartree.